The following is a DFT calculation (ωB97M-V with the def2-TZVPD basis set) of 16 unconnected molecules or ions with the total composition C19H70N10O23.

Structure (XYZ):
```
122
Properties=species:S:1:pos:R:3:forces:R:3
C -1.27487 -0.09229 7.81983 3.106 1.209 -2.941
O -0.84102 -0.40733 6.72501 0.799 -0.053 -0.804
N -2.27155 -0.62775 8.36567 -4.573 -2.802 2.314
N -0.80209 0.87854 8.58900 2.316 2.732 0.794
H -2.56636 -0.07455 9.15760 -1.355 -1.291 -0.178
H -2.75314 -1.30911 7.79654 -0.566 0.167 0.747
H -1.23758 1.13516 9.46341 0.399 0.097 -0.344
H -0.11882 1.49544 8.17344 -0.101 -0.090 0.346
C -5.24755 -0.26741 3.59599 -0.418 -1.951 1.927
O -5.85163 -0.41532 4.62238 -1.247 0.125 2.361
N -3.94476 -0.37987 3.51946 3.994 0.720 -0.094
N -5.83209 -0.34064 2.44277 -2.345 0.812 -4.202
H -3.48034 0.04095 2.72743 0.455 -0.480 0.279
H -3.42421 -0.71123 4.31904 -0.019 0.666 -0.136
H -5.32222 -0.09936 1.60497 -0.455 -0.474 -0.029
H -6.77099 -0.71125 2.40780 0.189 0.583 -0.131
C 8.27054 -2.74281 0.78195 6.990 -5.930 1.244
O 8.46479 -3.85256 1.15198 0.444 -4.861 1.340
N 7.19750 -2.24902 0.66347 -15.133 5.404 -1.001
N 9.21624 -2.00860 0.39047 6.069 5.854 -2.381
H 6.38203 -2.83883 0.57849 0.256 -0.154 0.692
H 6.92698 -1.28408 0.53762 0.691 -0.114 -0.189
H 10.06282 -2.32943 -0.05727 -0.253 -0.226 0.661
H 8.88216 -1.10070 0.10031 0.908 0.027 -0.396
C -2.71051 6.05467 4.62152 -0.647 0.173 -1.803
O -2.52450 6.75567 3.65446 0.790 1.083 -1.078
N -2.90570 6.52186 5.83325 0.007 1.444 2.380
N -2.87069 4.74880 4.52628 -0.096 -2.582 0.077
H -3.22896 5.91428 6.57248 0.173 0.726 0.040
H -2.81218 7.52600 5.88848 -0.265 -0.310 0.595
H -2.77599 4.30944 3.62180 -0.141 -0.037 0.439
H -3.15944 4.26447 5.36422 0.168 -0.530 -0.708
C 2.22311 -1.10359 -6.35656 -2.153 -1.187 3.480
O 1.17460 -1.21268 -5.71018 0.186 -0.703 -0.838
N 3.22667 -1.95062 -6.39328 1.376 -3.045 0.389
N 2.61307 0.00992 -6.85436 0.272 5.624 -3.235
H 3.12992 -2.79606 -5.84924 0.415 -0.048 -0.487
H 3.96848 -1.74612 -7.04751 -0.028 -0.874 0.458
H 1.88247 0.59507 -7.23373 0.190 0.274 0.249
H 3.51759 0.11326 -7.29170 -0.336 0.025 0.030
C -2.91068 -5.07963 2.87633 -0.609 0.560 -0.374
C -1.55729 -5.06406 3.49559 -1.066 1.684 1.010
O -0.75756 -5.94789 2.80881 1.254 -1.150 -0.593
O -3.39749 -6.38677 2.98200 -0.875 -0.241 -0.166
H -2.89930 -4.69589 1.85617 0.482 -0.457 -0.615
H -3.61575 -4.35632 3.28596 -0.006 -0.324 0.885
H -1.67357 -5.38508 4.53074 0.042 0.160 0.191
H -1.18931 -4.03823 3.47668 0.461 0.093 0.044
H -0.36743 -6.52925 3.46562 0.253 -0.089 -0.276
H -2.71369 -6.94007 2.59745 0.071 -0.198 -0.114
C -5.26894 5.09988 -1.87169 1.101 0.315 1.807
C -4.91417 4.17148 -0.67192 0.598 1.326 0.290
O -3.51254 4.16529 -0.45076 0.537 -0.924 -0.468
O -6.61061 4.99003 -2.14693 -1.355 -0.501 -0.875
H -4.56885 5.02464 -2.70375 -0.513 -0.843 -0.343
H -5.14115 6.13962 -1.57051 0.664 0.284 0.466
H -5.36107 3.17795 -0.70765 0.578 -0.191 -0.675
H -5.27798 4.56246 0.27827 -0.955 0.466 -0.114
H -3.23082 5.07565 -0.33464 -0.008 0.076 0.102
H -7.00867 5.22782 -1.30634 -0.620 -0.015 -0.147
C 2.92365 4.98715 -2.61900 -1.323 0.666 -1.460
C 2.37718 6.41888 -2.94387 0.988 -0.901 1.732
O 3.29688 7.02090 -3.87505 -1.337 -0.112 0.234
O 4.23287 4.92942 -2.19488 1.125 0.330 1.269
H 2.92605 4.48319 -3.58550 -0.527 -0.275 -0.348
H 2.27505 4.41031 -1.95970 -0.004 0.228 0.253
H 2.32417 7.07307 -2.07363 0.798 -0.009 0.319
H 1.30026 6.34401 -3.09468 0.005 -0.042 -1.500
H 2.95566 6.85170 -4.75626 0.153 0.004 -0.214
H 4.66759 5.74302 -2.46072 0.156 0.103 -0.203
C -4.92121 -2.73585 -2.50971 -0.281 0.285 -0.941
C -4.72271 -3.37011 -3.89741 0.081 -1.317 -0.100
O -5.26775 -4.70870 -4.06202 0.006 1.111 0.517
O -5.33525 -1.37074 -2.71143 0.228 -0.527 0.594
H -3.99070 -2.82245 -1.94869 -0.016 0.227 0.242
H -5.71501 -3.23522 -1.95419 -0.007 0.031 -0.075
H -3.66187 -3.49424 -4.11485 -0.028 0.325 -0.165
H -5.23220 -2.76478 -4.64714 0.357 0.434 0.020
H -6.19934 -4.47902 -4.09337 -0.397 -0.789 -0.045
H -4.67163 -0.96863 -3.27667 0.113 0.279 -0.048
C 5.59401 -7.57151 -1.27003 -1.475 -0.116 0.732
C 4.18707 -7.26505 -0.54971 1.306 0.753 -0.620
O 3.40863 -6.26434 -1.28362 1.074 -1.005 -0.112
O 5.51122 -8.37783 -2.45074 -0.294 0.884 0.692
H 6.21774 -8.08537 -0.53858 -0.134 -0.175 -0.030
H 6.11146 -6.64427 -1.51613 -0.183 0.280 0.159
H 4.48352 -6.87194 0.42275 -0.064 0.253 0.132
H 3.63397 -8.18113 -0.34243 -0.121 -0.083 -0.480
H 2.68749 -5.89636 -0.76772 0.083 -0.317 0.327
H 5.11361 -7.72508 -3.03162 -0.182 -0.452 -0.787
C -2.76894 2.55525 -6.43191 0.251 0.555 1.134
C -2.20623 2.09186 -5.02731 -3.071 1.959 -1.113
O -2.45566 0.75896 -4.88585 2.050 -3.300 -0.512
O -2.08311 2.16466 -7.58142 1.160 -0.508 -0.505
H -2.73319 3.64362 -6.47961 -0.351 0.110 0.204
H -3.78621 2.17969 -6.54242 -0.269 0.252 0.535
H -2.98146 2.31084 -4.29302 0.385 2.413 0.191
H -1.20369 2.45734 -4.80500 0.022 -0.175 0.090
H -1.61219 0.38440 -5.15014 -0.081 -1.316 -0.053
H -2.23272 1.23213 -7.75345 -0.043 -0.111 0.073
C 1.29483 -0.58490 0.91488 -0.243 -0.268 0.562
C 0.03532 -0.84080 0.07754 0.545 0.620 2.107
O -0.98711 0.07114 0.50902 0.223 -0.290 -0.764
O 1.81318 0.72154 0.74331 0.146 0.214 -0.194
H 2.02105 -1.38799 0.78935 0.347 0.078 -0.533
H 1.06866 -0.64725 1.97933 -0.452 0.036 0.016
H -0.32660 -1.80440 0.43613 -0.018 -0.292 -0.833
H 0.32910 -0.75310 -0.96846 -0.598 -0.246 -0.252
H -0.68068 0.94876 0.26927 -0.005 0.274 0.066
H 2.48340 0.74360 0.05634 -0.002 -0.112 -0.117
O 5.10130 -0.69821 -2.92799 0.035 0.174 0.209
H 5.83313 -1.20892 -3.27416 0.218 -0.123 -0.059
H 4.32974 -1.05666 -3.36669 -0.281 -0.060 -0.136
O 5.58051 4.86541 1.46631 0.061 -0.138 0.252
H 5.35654 4.59027 0.57728 -0.120 -0.097 -0.338
H 5.55366 5.82173 1.43550 -0.001 0.231 0.016
O 3.21717 2.49356 4.85039 0.019 -0.152 0.305
H 3.24314 3.39687 4.53481 0.065 0.237 -0.079
H 2.97235 1.97787 4.08204 -0.095 -0.152 -0.250
O 3.13401 -1.26949 5.98453 0.159 -0.247 -0.082
H 2.23423 -1.11689 6.27323 -0.372 0.043 0.073
H 3.51151 -0.39371 5.90248 0.123 0.281 -0.008
```
Forces are in eV/Å.

Results
multiplicity: 1
highest occupied orbital energy: -9.4 eV
E: -82825.6376 eV
charge: 0
Kohn-Sham gap: 0.33545 hartree
largest force on an atom: 16.10 eV/A
LUMO: -0.29 eV

=====

The following is a DFT calculation (ωB97M-V with the def2-TZVPD basis set) of 12 unconnected molecules or ions with the total composition C24H72O24.

Structure (XYZ):
```
120
Properties=species:S:1:pos:R:3:forces:R:3
C 16.46685 26.34693 -6.90125 -0.788 0.248 0.607
C 15.39302 25.89031 -7.90441 0.215 -0.315 0.588
O 15.75440 24.58959 -8.35181 0.200 -0.360 -0.239
O 16.31139 25.66354 -5.64228 0.521 0.320 -0.878
H 16.34316 27.40857 -6.67472 -0.098 0.078 -0.252
H 17.49059 26.20865 -7.25024 -0.100 -0.109 -0.417
H 15.22164 26.55740 -8.75521 0.399 0.194 0.070
H 14.44590 25.81908 -7.35784 0.012 0.178 0.110
H 14.99262 24.17524 -8.77917 -0.140 0.100 0.028
H 16.99559 24.96365 -5.69528 -0.345 -0.124 0.332
C 13.24111 16.35684 -5.83677 0.491 0.635 0.035
C 12.15394 15.32392 -5.98305 0.978 0.335 -0.517
O 12.56050 14.08140 -5.43949 -0.416 0.121 0.080
O 14.38228 15.92518 -6.56644 -0.196 -0.058 0.179
H 13.48377 16.55572 -4.78757 0.058 -0.339 0.110
H 12.91477 17.33322 -6.22258 -0.249 -0.056 -0.176
H 12.03005 15.19865 -7.06546 -0.498 0.039 0.066
H 11.26267 15.73986 -5.51381 -0.213 -0.586 0.097
H 13.29633 13.80812 -6.00049 0.076 -0.071 0.228
H 15.05555 16.61421 -6.44993 -0.021 0.007 -0.119
C 17.07364 19.30308 -3.08586 -0.227 1.038 0.374
C 18.43006 19.01534 -3.67973 0.610 0.508 -0.406
O 18.35712 18.99801 -5.11382 -0.349 0.020 -0.217
O 16.14793 18.24861 -3.21336 0.006 0.182 -0.154
H 16.67510 20.23805 -3.50880 0.093 -0.280 -0.794
H 17.17602 19.69090 -2.06011 0.359 -0.891 0.345
H 18.93532 18.09015 -3.38754 -0.491 -0.026 0.451
H 19.08394 19.85311 -3.40595 -0.088 -0.095 0.264
H 19.22671 19.15944 -5.49560 0.043 -0.302 -0.100
H 15.26823 18.65579 -3.08886 0.127 -0.145 0.023
C 16.65381 17.71426 -10.46052 -0.095 0.609 0.970
C 16.45267 19.13114 -10.94626 -0.830 -0.200 -2.062
O 15.19082 19.68371 -10.58687 0.078 0.140 0.767
O 17.00898 17.78219 -9.08250 0.426 -0.592 0.382
H 17.44038 17.17208 -10.98138 0.211 0.283 0.049
H 15.73845 17.12213 -10.55462 -0.097 0.120 -0.197
H 16.47012 19.12749 -12.04596 0.252 -0.130 -0.076
H 17.23948 19.82481 -10.65861 0.014 -0.151 0.464
H 14.48586 19.03042 -10.74539 0.210 0.041 0.068
H 16.29429 18.13372 -8.53561 -0.078 -0.107 -0.031
C 10.58697 19.62608 -6.07030 -0.964 0.158 -0.445
C 10.66439 20.29177 -4.72165 0.491 0.969 0.280
O 11.98967 20.85101 -4.53226 -0.609 -0.369 -0.540
O 10.82584 20.63634 -7.05030 0.881 0.245 0.248
H 9.57831 19.28964 -6.32506 -0.037 -0.572 0.779
H 11.29436 18.79282 -6.08012 0.120 0.060 -0.358
H 10.47587 19.63981 -3.87028 -0.049 -0.236 -0.208
H 9.99331 21.15401 -4.66941 -0.362 -0.280 -0.098
H 12.13550 21.38333 -5.33788 0.521 0.350 0.265
H 10.50580 20.36311 -7.91141 0.007 -0.155 0.004
C 13.23229 24.47635 -4.06325 0.200 0.193 -0.680
C 14.09084 23.55200 -4.92962 -0.046 0.480 0.459
O 13.33436 22.97701 -5.99062 -0.150 -0.266 -0.037
O 12.96650 25.68803 -4.78927 0.017 -0.001 0.365
H 13.74094 24.70801 -3.12380 0.002 -0.114 0.020
H 12.25896 24.03820 -3.83712 0.131 -0.213 0.032
H 14.52863 22.78910 -4.28024 -0.175 -0.408 -0.329
H 14.90273 24.11944 -5.39141 -0.015 0.029 0.440
H 13.23736 23.68500 -6.64274 -0.189 -0.292 -0.059
H 13.61990 26.31889 -4.47206 0.011 0.104 -0.327
C 13.58136 22.62124 -11.38219 -1.475 -1.265 -0.103
C 12.83761 22.49455 -10.03706 1.249 1.451 -1.131
O 12.97039 23.73937 -9.35343 0.264 0.206 0.926
O 12.83848 23.47356 -12.26552 0.521 0.527 0.384
H 13.57412 21.64618 -11.87513 0.513 -0.247 0.307
H 14.60920 22.93621 -11.22201 -0.098 0.400 -0.231
H 13.38050 21.76603 -9.43779 -0.594 -0.288 0.176
H 11.77594 22.34646 -10.24056 0.006 -0.723 0.258
H 12.63949 24.47256 -9.88300 -0.092 -0.231 -0.294
H 12.09254 22.94006 -12.55078 -0.071 0.147 -0.156
C 20.93468 17.82680 -9.72851 0.643 -0.024 -0.430
C 20.26936 19.08164 -9.19389 -0.521 -0.656 -0.755
O 19.42895 18.77792 -8.09780 0.312 0.447 0.429
O 20.03686 16.96921 -10.42817 -0.215 0.051 0.150
H 21.44520 17.28099 -8.93123 -0.189 0.084 0.206
H 21.72443 18.08854 -10.44114 -0.065 0.235 -0.023
H 19.66252 19.52725 -9.98974 0.037 -0.056 -0.198
H 21.04325 19.82455 -8.99826 -0.074 -0.036 0.737
H 18.60288 18.38855 -8.44673 0.103 0.019 -0.007
H 19.92705 16.15800 -9.92781 -0.086 0.028 0.056
C 14.96833 19.71647 -6.64826 1.480 -0.046 -0.640
C 16.02177 20.74470 -7.18204 -2.142 -0.425 0.917
O 16.89785 21.08838 -6.12225 0.300 -0.112 -0.533
O 15.66414 18.47754 -6.42438 -0.391 -0.253 -0.205
H 14.24315 19.52016 -7.44234 -0.123 0.034 0.134
H 14.47858 20.02466 -5.72302 -0.021 0.326 -0.146
H 15.43079 21.60933 -7.49138 0.440 0.325 0.012
H 16.51510 20.29576 -8.04239 0.258 0.111 -0.037
H 17.51414 20.33562 -6.02921 -0.086 0.167 0.430
H 16.21262 18.54561 -5.63306 0.112 0.011 0.131
C 13.94761 20.91358 -1.71182 -0.940 0.666 0.271
C 12.55055 21.08055 -1.08981 -0.683 0.137 0.000
O 11.74940 22.05694 -1.76306 0.244 0.068 -0.103
O 13.85746 19.93078 -2.74186 0.625 0.226 -0.004
H 14.72928 20.70663 -0.98122 -0.165 -0.857 -0.018
H 14.24951 21.90373 -2.07335 -0.150 -0.047 -0.440
H 12.49855 21.38630 -0.04403 0.553 -0.001 -0.008
H 11.99740 20.13909 -1.16603 0.412 -0.301 0.182
H 11.57911 21.72780 -2.65362 0.107 0.132 -0.124
H 13.24739 20.26495 -3.43356 0.222 -0.111 0.160
C 11.36446 16.43730 -9.54348 -0.614 0.716 -0.380
C 12.63798 17.21959 -9.39718 0.497 -0.109 1.095
O 13.11930 17.74154 -10.63475 -0.160 -0.288 0.240
O 11.54849 15.26050 -10.31123 0.128 -0.086 0.418
H 10.64165 17.06751 -10.08328 0.098 0.167 0.115
H 10.92660 16.27001 -8.55259 0.211 -0.329 -0.007
H 13.42560 16.68783 -8.84706 -0.003 -0.646 -0.514
H 12.47287 17.99946 -8.64671 -0.339 0.643 -0.665
H 13.34645 16.95469 -11.14756 -0.057 0.159 -0.190
H 10.68327 14.84147 -10.35302 0.150 -0.202 -0.193
C 19.28254 23.60712 -6.56097 0.586 -1.027 -0.708
C 19.24521 23.05483 -8.00786 -0.370 0.376 1.418
O 18.66192 24.00412 -8.87527 0.186 -0.432 -0.203
O 17.99332 23.63320 -6.00963 -0.281 0.317 0.436
H 19.71201 24.60893 -6.55482 -0.204 0.076 0.038
H 19.93288 22.95603 -5.96013 0.072 0.061 0.021
H 18.65550 22.13471 -7.93606 -0.049 -0.107 -0.292
H 20.25396 22.75971 -8.29618 0.035 0.372 -0.445
H 17.70708 24.00486 -8.70123 -0.017 0.210 -0.004
H 17.63493 22.73080 -5.89442 0.065 0.073 -0.326
```
Forces are in eV/Å.

Results
multiplicity: 1
SMILES: OCCO.OCCO.OCCO.OCCO.OCCO.OCCO.OCCO.OCCO.OCCO.OCCO.OCCO.OCCO
highest occupied orbital energy: -9.3 eV
E: -75191.2059 eV
energy relative to the best compared isomer or geometry (same formula, charge and spin): 11.24 kJ/mol
charge: 0
Kohn-Sham gap: 0.34492 hartree
largest force on an atom: 2.37 eV/A
LUMO: 0.05 eV